# CH4

CH4 in the gas phase (ωB97M-V/def2-TZVPD, the OMol25 dataset).

Calculated values
E_HOMO (hartree): -0.438
DFT total energy (eV): -1100.894
SMILES: C
LUMO (eV): 1.2
Orbital gap (eV): 13.15
Energy relative to the best compared isomer or geometry (same formula, charge and spin) (eV): 0.922
Net charge: 0

Structure (XYZ):
```
5
Properties=species:S:1:pos:R:3:lowdin_charge:R:1
C 0.005 -0.015 -0.042 -0.1060
H -0.801 0.375 0.676 0.0184
H 0.285 0.850 -0.919 0.0945
H -0.152 -1.054 -0.376 -0.0007
H 0.638 -0.079 0.868 -0.0062
```

***

# CH42F2Fe2O24

A molecular structure, CH42F2Fe2O24 (ωB97M-V/def2-TZVPD, the OMol25 dataset).

Calculated values
E_HOMO (spin up / spin down) (hartree): -0.151 / -0.149
DFT total energy (eV): -125068.699
2S+1: 9
LUMO (spin up / spin down) (eV): -1.9 / -1.9
Orbital gap (spin up / spin down) (eV): 2.17 / 2.10
Net charge: 0

Structure (XYZ):
```
71
Properties=species:S:1:pos:R:3:lowdin_spin:R:1
Fe -39.810 14.296 -3.288 3.7613
Fe -37.045 17.021 -2.970 3.7704
F -37.835 15.023 -2.952 0.0739
F -40.115 15.634 -5.042 0.0466
C -41.765 16.235 -2.227 0.0103
O -41.633 17.266 -2.911 0.0178
O -40.725 15.667 -2.034 0.0885
O -42.821 15.642 -2.024 0.0108
O -36.327 17.488 2.641 0.0003
H -36.404 16.865 1.919 0.0001
H -35.495 17.935 2.485 0.0000
O -32.865 20.267 -2.630 0.0001
H -33.043 19.406 -3.008 0.0001
H -32.378 20.082 -1.828 0.0000
O -35.246 16.301 -3.609 0.0391
H -34.599 15.972 -2.985 0.0022
H -34.793 16.291 -4.452 0.0025
O -38.896 17.896 -2.320 0.0408
H -38.942 18.476 -1.560 0.0018
H -39.708 17.390 -2.285 0.0011
O -38.946 20.596 -0.840 0.0003
H -39.732 21.140 -0.784 0.0000
H -38.285 21.168 -1.229 0.0000
O -36.437 17.077 -1.002 0.0313
H -35.949 17.831 -0.670 0.0010
H -36.497 16.483 -0.254 0.0011
O -36.737 12.843 -4.639 0.0019
H -35.853 12.824 -5.007 0.0000
H -36.672 13.436 -3.891 0.0003
O -32.951 16.343 -5.387 0.0011
H -32.935 16.876 -6.181 0.0000
H -32.346 16.783 -4.790 0.0000
O -36.599 15.146 -7.637 0.0000
H -36.457 14.924 -8.557 0.0000
H -37.535 15.000 -7.497 0.0000
O -40.433 18.744 -5.435 0.0003
H -40.127 19.206 -4.655 0.0000
H -40.300 19.366 -6.150 0.0000
O -39.413 13.087 -1.623 0.0241
H -38.644 13.151 -1.057 0.0017
H -40.022 12.530 -1.138 0.0011
O -34.731 13.675 -6.107 0.0002
H -35.150 14.432 -6.517 0.0000
H -33.910 14.017 -5.753 0.0000
O -33.249 15.436 -1.596 0.0005
H -32.715 14.826 -2.105 0.0000
H -32.628 15.865 -1.007 0.0000
O -40.634 15.810 0.944 0.0005
H -40.638 15.586 0.013 0.0001
H -41.136 16.623 0.997 0.0000
O -34.806 21.336 -4.120 0.0010
H -34.965 22.240 -3.849 0.0000
H -34.039 21.065 -3.615 0.0000
O -37.763 17.233 -4.973 0.0325
H -37.643 17.885 -5.664 0.0012
H -38.558 16.762 -5.224 0.0002
O -38.398 21.017 -4.896 0.0000
H -37.617 21.392 -5.304 0.0000
H -38.500 20.163 -5.315 0.0000
O -37.547 19.046 -6.664 0.0007
H -36.667 19.321 -6.922 0.0001
H -37.924 18.671 -7.460 0.0000
O -34.960 19.194 -0.509 0.0006
H -34.364 19.054 0.226 0.0000
H -34.922 20.137 -0.673 0.0001
O -36.067 15.285 1.032 0.0007
H -36.642 14.843 1.656 0.0000
H -35.192 14.958 1.239 0.0000
O -36.234 19.006 -2.959 0.0276
H -35.875 19.633 -3.587 0.0014
H -35.856 19.265 -2.119 0.0003
```

***

# CH4BBr

CH4BBr in the gas phase (ωB97M-V/def2-TZVPD, the OMol25 dataset).

Calculated values
E_HOMO (hartree): -0.335
DFT total energy (eV): -71817.016
LUMO (eV): 0.3
Orbital gap (eV): 9.43
Energy relative to the best compared isomer or geometry (same formula, charge and spin) (eV): 4.310
Net charge: 0

Structure (XYZ):
```
7
Properties=species:S:1:pos:R:3:lowdin_charge:R:1
B 0.964 0.098 -0.663 -0.4448
C -0.923 0.166 0.585 -0.2897
Br -0.137 1.762 -0.576 0.8197
H 0.714 -0.683 -1.646 0.0235
H 1.713 -0.090 0.096 -0.0767
H -1.294 0.699 1.506 -0.0158
H -1.842 -0.196 0.042 -0.0162
```

***

# CH4BBrO2

2 unconnected molecules or ions with the total composition CH4BBrO2 (ωB97M-V/def2-TZVPD, the OMol25 dataset).

Calculated values
E_HOMO (hartree): -0.346
DFT total energy (eV): -75916.022
LUMO (eV): -2.9
Orbital gap (eV): 6.52
Energy relative to the best compared isomer or geometry (same formula, charge and spin) (eV): 2.120
Net charge: 0

Structure (XYZ):
```
9
Properties=species:S:1:pos:R:3:lowdin_charge:R:1
B 0.422 0.161 0.055 -0.8870
C -0.022 -1.192 -0.573 0.2764
O 0.699 1.177 -0.798 0.1682
O 0.526 0.217 1.402 0.1589
Br -2.849 -0.085 0.105 -0.0512
H -0.203 -1.298 -1.628 0.0577
H -0.208 -2.062 0.033 0.0545
H 0.928 2.023 -0.413 0.1108
H 0.708 1.059 1.818 0.1117
```

***

# CH4BBrO2

2 unconnected molecules or ions with the total composition CH4BBrO2 (ωB97M-V/def2-TZVPD, the OMol25 dataset).

Calculated values
E_HOMO (hartree): -0.311
DFT total energy (eV): -75913.578
LUMO (eV): -0.7
Orbital gap (eV): 7.78
Energy relative to the best compared isomer or geometry (same formula, charge and spin) (eV): 4.564
Net charge: 0

Structure (XYZ):
```
9
Properties=species:S:1:pos:R:3:lowdin_charge:R:1
B 0.505 0.561 -0.484 -0.6142
C -0.478 -1.657 1.336 -0.5611
O -0.653 0.302 -1.204 0.0056
O 0.624 1.778 0.047 0.1557
Br -2.070 -1.433 0.607 0.7369
H 1.268 -0.404 -0.193 0.1039
H 0.216 -2.338 0.676 -0.0418
H -0.719 1.239 -1.479 0.1064
H 1.308 1.950 0.695 0.1086
```

***

# CH4BClS

A molecular structure, CH4BClS (ωB97M-V/def2-TZVPD, the OMol25 dataset).

Calculated values
E_HOMO (hartree): -0.373
DFT total energy (eV): -25134.530
LUMO (eV): -1.2
Orbital gap (eV): 8.93
Energy relative to the best compared isomer or geometry (same formula, charge and spin) (eV): 1.442
Net charge: 0

Structure (XYZ):
```
8
Properties=species:S:1:pos:R:3:lowdin_charge:R:1
B -0.908 0.776 -0.684 -1.0102
C 1.257 -0.841 0.591 -0.3847
S 0.045 -0.939 -0.462 0.8559
Cl -2.208 0.069 0.329 0.4925
H -1.449 0.980 -1.657 -0.0345
H -0.133 1.427 -0.124 -0.0246
H 1.925 0.154 0.729 0.1009
H 1.470 -1.627 1.279 0.0047
```

***

# CH4BClS

CH4BClS in the gas phase (ωB97M-V/def2-TZVPD, the OMol25 dataset).

Calculated values
E_HOMO (spin up / spin down) (hartree): -0.264 / -0.387
DFT total energy (eV): -25131.760
2S+1: 3
LUMO (spin up / spin down) (eV): 0.6 / -2.8
Orbital gap (spin up / spin down) (eV): 7.74 / 7.76
Energy relative to the best compared isomer or geometry (same formula, charge and spin) (eV): 0.581
Net charge: 0

Structure (XYZ):
```
8
Properties=species:S:1:pos:R:3:lowdin_spin:R:1
B -0.248 0.820 0.102 0.0325
C -0.267 -0.818 -0.084 0.1173
S 1.476 -1.104 0.047 1.2348
Cl 1.756 0.934 -0.012 0.5405
H -0.507 1.434 1.181 0.0092
H -0.746 1.268 -0.825 0.0033
H -0.777 -1.394 0.776 0.0254
H -0.687 -1.140 -1.186 0.0369
```

***

# CH4BLuO5S

A molecular structure, CH4BLuO5S (ωB97M-V/def2-TZVPD, the OMol25 dataset).

Calculated values
E_HOMO (hartree): -0.666
DFT total energy (eV): -56450.970
LUMO (eV): -12.7
Orbital gap (eV): 5.45
Net charge: +2

Structure (XYZ):
```
13
Properties=species:S:1:pos:R:3:lowdin_charge:R:1
O 1.809 -0.405 1.437 -0.3452
S 1.677 -0.132 -0.047 0.4785
O 2.638 -0.925 -0.740 -0.2020
O 1.941 1.353 -0.314 -0.3292
C 0.059 -0.690 -0.678 -0.0852
B -1.153 -0.039 0.075 -0.6481
O -2.142 -0.831 0.565 0.2160
O -1.321 1.406 0.307 -0.0369
H 0.009 -1.783 -0.476 0.1464
H 0.018 -0.572 -1.782 0.1531
H -2.828 -1.019 -0.108 0.1799
H -0.693 1.936 -0.252 0.1336
Lu -0.015 1.701 2.014 2.3391
```

***

# CH4BNO2

2 unconnected molecules or ions with the total composition CH4BNO2 (ωB97M-V/def2-TZVPD, the OMol25 dataset).

Calculated values
E_HOMO (hartree): -0.366
DFT total energy (eV): -7357.198
LUMO (eV): -1.1
Orbital gap (eV): 8.87
Energy relative to the best compared isomer or geometry (same formula, charge and spin) (eV): 4.206
Net charge: 0

Structure (XYZ):
```
9
Properties=species:S:1:pos:R:3:lowdin_charge:R:1
B -1.391 -0.544 -0.028 0.0018
C -0.248 0.469 0.255 0.0043
N 1.728 -0.117 -0.024 -0.3164
O 2.054 0.162 -1.116 0.1095
O 2.168 -0.644 0.929 0.1116
H -1.323 -0.931 -1.105 0.0107
H -2.319 -0.562 0.600 0.0025
H -0.206 1.118 -0.592 0.0525
H -0.462 1.050 1.080 0.0235
```

***

# CH4BNa5O3

A molecular structure, CH4BNa5O3 (ωB97M-V/def2-TZVPD, the OMol25 dataset).

Calculated values
E_HOMO (spin up / spin down) (hartree): -0.285 / -0.417
DFT total energy (eV): -29998.611
2S+1: 2
LUMO (spin up / spin down) (eV): -3.9 / -3.8
Orbital gap (spin up / spin down) (eV): 3.86 / 7.52
Net charge: +1

Structure (XYZ):
```
14
Properties=species:S:1:pos:R:3:lowdin_spin:R:1
Na 1.631 4.079 -1.258 0.3940
Na -0.824 -1.041 1.689 0.0277
Na 3.477 1.234 -0.062 0.1953
Na -1.461 2.833 0.057 0.1685
Na 0.955 -1.350 -1.445 0.0709
C 0.736 1.246 1.039 0.0124
O 1.274 0.219 0.698 0.0178
O 1.209 2.257 0.571 0.1005
O -0.387 1.247 1.584 0.0086
B -1.325 -2.138 -0.566 0.0028
H -1.062 -1.121 -0.319 0.0011
H -2.385 -2.281 -0.424 0.0002
H -1.090 -2.359 -1.596 0.0001
H -0.748 -2.826 0.033 0.0001
```

***

- Which formula does entry 4 have?
  CH4BBrO2